# 1
Below is a molecular structure, C19H30ClNRuSb2Te at a distorted geometry, with properties calculated with the ωB97M-V functional and the def2-TZVPD basis.

ORCA input file:
```
! wB97M-V def2-TZVPD RIJCOSX def2/J DEFGRID3
* xyz 4 5
Ru 1.26345 0.34462 -0.91360
C 2.03213 -1.05528 2.76436
Sb 0.57368 0.08552 1.66254
C 0.10552 1.72806 2.97792
C -1.28227 -1.21330 2.05958
C -2.44943 -0.43898 1.58042
C -3.02351 0.53564 2.44060
C -3.99378 1.41519 2.03599
C -4.43244 1.34114 0.70288
C -3.95785 0.39107 -0.17285
C -2.90746 -0.48737 0.24088
C -2.33864 -1.36557 -0.77322
Sb -1.01351 -0.08813 -2.07315
C -0.63439 -1.60420 -3.61684
C -2.21042 1.46922 -3.00380
H 1.92711 -0.84386 3.82153
H 3.01951 -0.78392 2.38210
H 1.86921 -2.13149 2.55137
H 0.15420 1.46168 4.01296
H -0.89725 2.08977 2.72833
H 0.77985 2.55917 2.80564
H -1.24175 -1.26180 3.15056
H -1.05098 -2.19897 1.56223
H -2.67429 0.65282 3.47683
H -4.40022 2.21964 2.67659
H -5.21099 2.00489 0.29561
H -4.32700 0.36757 -1.21532
H -3.08988 -1.65219 -1.53736
H -1.72149 -2.20682 -0.45849
H -1.06144 -1.33978 -4.57580
H -1.05482 -2.54399 -3.23202
H 0.45610 -1.63235 -3.70546
H -2.41785 1.10680 -4.02002
H -1.62124 2.37314 -3.06475
H -3.07942 1.62950 -2.40677
C -0.10001 3.33486 -0.53581
Te 1.73943 2.73480 -1.51648
C 2.90661 2.60108 0.33132
H -0.47290 4.17720 -1.09193
H 0.05959 3.54887 0.53137
H -0.82344 2.48404 -0.65400
H 2.31320 2.97794 1.16363
H 3.73271 3.26979 0.13786
H 3.27792 1.60703 0.49132
Cl 1.79879 -4.85916 -1.82444
C 2.66274 -3.44335 -1.21838
C 3.98412 -3.53579 -0.81942
C 4.62838 -2.31973 -0.44855
C 3.99700 -1.12185 -0.67044
N 2.65104 -1.08463 -0.95405
C 2.01127 -2.23015 -1.17954
H 4.45699 -4.51058 -0.82823
H 5.62865 -2.29354 -0.03684
H 4.51552 -0.19391 -0.58846
H 0.94398 -2.07036 -1.44842
*
```

The energy above the lowest of the compared OMol25 structures with the same formula, charge and spin is 0.0 kJ/mol. For the total energy, the calculation gives -2098.56738 a.u. The HOMO-LUMO gap (alpha / beta) is 5.63 / 5.47 eV. As for the LUMO energy (alpha / beta): -14.9 / -15.5 eV.



# 2
Below is 3 unconnected molecules or ions with the total composition C19H30F2N4OP at a distorted geometry, with properties calculated with the ωB97M-V functional and the def2-TZVPD basis.

ORCA input file:
```
! wB97M-V def2-TZVPD RIJCOSX def2/J DEFGRID3
* xyz 1 1
C -0.04606 3.82681 3.50763
C -0.96076 2.63715 3.84175
C -0.86520 2.42461 5.35563
C -0.51584 1.44227 2.97322
C -1.10727 1.58893 1.55923
C -1.00646 0.11986 3.53300
O -0.60368 -1.03987 2.77272
N 0.79070 -1.21225 2.72699
P 1.71220 -0.71870 1.32133
N 2.94820 -1.64610 1.20603
C 1.43392 -1.30610 3.90223
N 0.93213 -2.09907 4.82359
N 2.61273 -0.64218 4.14180
H -0.15276 4.16496 2.48130
H -0.19189 4.64474 4.20701
H 0.99284 3.50888 3.62636
H -1.97246 2.95159 3.58366
H -1.38874 1.54351 5.71505
H -1.33043 3.27446 5.85027
H 0.17878 2.41784 5.67139
H 0.57270 1.46386 2.88873
H -1.19622 2.62950 1.26595
H -0.53433 1.03054 0.83094
H -2.11564 1.17588 1.53212
H -2.09224 0.09646 3.45447
H -0.79529 0.00164 4.59655
H 0.75688 -0.86664 0.31782
H 2.03617 0.63764 1.44671
H 3.81206 -1.11806 1.21316
H -0.07123 -2.10114 4.97060
H 1.46450 -2.08253 5.68443
H 2.59818 0.25775 4.58694
H 3.48303 -1.05112 3.84779
F -0.86569 0.89448 -1.32505
C -1.54066 -0.02118 -2.07456
C -1.97982 0.34230 -3.32870
C -2.66410 -0.59859 -4.08336
C -2.90216 -1.86876 -3.57648
C -2.45052 -2.20568 -2.31008
C -1.75840 -1.27560 -1.54548
H -1.78725 1.33887 -3.70172
H -3.01016 -0.33802 -5.07382
H -3.43457 -2.59625 -4.17216
H -2.63540 -3.19424 -1.91288
H -1.39559 -1.51907 -0.55437
F -0.75573 -2.73327 -5.80840
C 0.33736 -1.98611 -6.06645
C 1.14856 -1.61891 -5.01252
C 2.27295 -0.85120 -5.27845
C 2.56279 -0.45914 -6.57778
C 1.72641 -0.83950 -7.61791
C 0.60268 -1.61358 -7.36759
H 0.89653 -1.93261 -4.00794
H 2.92581 -0.55932 -4.46677
H 3.43924 0.14092 -6.77960
H 1.94809 -0.53324 -8.63095
H -0.05887 -1.92743 -8.16334
*
```

The energy above the lowest of the compared OMol25 structures with the same formula, charge and spin is 0.0 kJ/mol. For the total energy, the calculation gives -1576.98934 a.u. The HOMO-LUMO gap is 6.18 eV. As for the LUMO energy: -4.6 eV.



# 3
Below is a molecular structure, C19H30F6N6O6PPbS3Te, with properties calculated with the ωB97M-V functional and the def2-TZVPD basis.

ORCA input file:
```
! wB97M-V def2-TZVPD RIJCOSX def2/J DEFGRID3
* xyz 1 1
Pb -0.24099 -0.05159 0.21455
F -2.77329 1.33968 -4.72966
C -1.88922 1.57875 -3.77626
F -1.07495 2.55660 -4.15750
F -2.53304 1.97820 -2.67047
S -0.89573 0.06525 -3.41596
O -0.19987 0.44372 -2.18609
O -0.09618 -0.14210 -4.57196
N -1.92176 -1.09832 -3.23572
S -2.72745 -1.47904 -1.94400
O -2.53535 -0.54555 -0.83515
O -2.66867 -2.87025 -1.64317
C -4.46448 -1.15568 -2.47459
F -5.28467 -1.51089 -1.48999
F -4.63238 0.13953 -2.72596
F -4.74852 -1.85417 -3.55999
O 0.23806 -2.30829 -0.91315
N 1.27833 -3.10456 -0.94233
C 1.68122 -3.59493 -2.13354
C 2.76899 -4.42786 -2.20944
C 3.44517 -4.77692 -1.04557
C 3.00114 -4.28686 0.16577
C 1.90338 -3.43678 0.21264
S 1.34173 -2.72151 1.70649
H 1.07996 -3.26528 -2.96815
H 3.07318 -4.79922 -3.17661
H 4.30059 -5.43598 -1.08353
H 3.48244 -4.55606 1.09436
N -2.06022 1.84544 0.68218
H -2.16818 2.21128 1.62214
H -2.93423 1.41414 0.39620
H -1.90992 2.64187 0.06984
Te -1.07421 -2.99528 1.49866
C -1.24457 -3.02310 3.59376
C -1.05267 -4.20788 4.30238
C -1.18258 -4.21588 5.68285
C -1.51115 -3.04887 6.35818
C -1.71098 -1.86946 5.65635
C -1.57616 -1.85537 4.27528
H -0.80361 -5.12207 3.77911
H -1.03320 -5.13619 6.23138
H -1.61765 -3.06089 7.43467
H -1.97727 -0.96282 6.18382
H -1.73985 -0.93440 3.72864
C 4.16313 3.19406 1.66634
N 2.99975 3.15405 2.55228
C 3.30270 2.53234 3.83923
P 1.54092 2.82917 1.84719
O 1.42260 1.49119 1.17289
N 0.39372 2.90466 3.04061
C 0.01689 1.72882 3.80947
C 0.12405 4.16742 3.71589
N 1.33093 4.05557 0.77815
C 0.77487 3.83799 -0.54978
C 1.81154 5.41569 0.98928
H 4.96124 3.75710 2.15072
H 3.91066 3.69041 0.73120
H 4.52878 2.18819 1.43923
H 4.17196 3.02889 4.27017
H 3.52933 1.46541 3.74003
H 2.47258 2.65729 4.53089
H 0.39947 0.82597 3.33767
H -1.07371 1.66021 3.87940
H 0.41090 1.77084 4.83018
H 0.18917 4.99660 3.01488
H 0.81592 4.35314 4.54453
H -0.89076 4.15150 4.11650
H 0.54216 2.78847 -0.70930
H 1.50053 4.13424 -1.31161
H -0.13031 4.43438 -0.69550
H 2.32510 5.49796 1.94328
H 0.98042 6.12569 0.97133
H 2.51121 5.69253 0.19568
*
```

The energy above the lowest of the compared OMol25 structures with the same formula, charge and spin is 44.3 kJ/mol. For the total energy, the calculation gives -4117.81919 a.u. The HOMO-LUMO gap is 7.91 eV. As for the LUMO energy: -3.1 eV.



# 4
Below is a molecular structure, C19H30N3O6STi at a distorted geometry, with properties calculated with the ωB97M-V functional and the def2-TZVPD basis.

ORCA input file:
```
! wB97M-V def2-TZVPD RIJCOSX def2/J DEFGRID3
* xyz 1 1
Ti -0.25505 -0.31850 0.32845
C 1.54138 -2.78435 -1.42081
C 1.68153 -1.98083 -2.72125
O 0.57371 -1.18509 -3.05109
C -0.62690 -1.84779 -3.37494
C -1.69982 -0.79605 -3.46519
O -1.78936 -0.15745 -2.20238
C -2.81565 0.79066 -2.06980
C -2.51002 1.60771 -0.84340
O -2.24755 0.67430 0.25660
C -1.54542 -2.00326 0.22628
C -0.42387 -2.99009 0.04038
O 0.69037 -2.17194 -0.45189
H 1.13866 -3.77683 -1.61952
H 2.53123 -2.91272 -0.98408
H 2.51805 -1.29025 -2.63766
H 1.91373 -2.69356 -3.52041
H -0.54752 -2.37342 -4.33275
H -0.90097 -2.57825 -2.60363
H -1.44587 -0.06443 -4.23787
H -2.65280 -1.26859 -3.72397
H -2.85521 1.46669 -2.93028
H -3.78874 0.29832 -1.96991
H -1.61338 2.20860 -0.96692
H -3.35097 2.23796 -0.56825
H -2.09769 -2.17067 1.14849
H -2.23539 -2.00582 -0.61232
H -0.11238 -3.47105 0.96628
H -0.62681 -3.76313 -0.69902
N -2.56613 2.11002 3.84500
C -1.95215 1.79291 2.67127
S -3.06658 0.83279 1.66506
N -0.75043 2.17204 2.47073
N -0.08349 1.78163 1.31203
C 0.94108 2.52315 1.10015
C 1.81567 2.43489 -0.06009
C 2.84881 3.36284 -0.20009
C 3.62095 3.39216 -1.34362
C 3.33733 2.49901 -2.37660
C 2.31525 1.57170 -2.25647
C 1.57459 1.51998 -1.08448
O 0.58685 0.61851 -0.94216
H -3.56394 2.04830 3.94657
H -2.06603 2.70522 4.48430
H 1.13798 3.30902 1.82611
H 3.02823 4.07109 0.60091
H 4.42176 4.11178 -1.44564
H 3.91940 2.53303 -3.28949
H 2.06280 0.88486 -3.05510
C -0.50097 -1.68800 3.94359
C 0.70940 -1.24867 3.15341
C 1.49102 -0.13882 3.81955
O 0.26492 -0.80826 1.86343
H -0.19095 -2.01730 4.93566
H -1.02132 -2.51168 3.45280
H -1.19652 -0.85225 4.05621
H 1.36785 -2.09886 2.98069
H 0.83381 0.69761 4.06964
H 2.28336 0.22581 3.16284
H 1.95018 -0.51467 4.73462
*
```

The energy above the lowest of the compared OMol25 structures with the same formula, charge and spin is 0.0 kJ/mol. For the total energy, the calculation gives -2605.14385 a.u. The HOMO-LUMO gap is 8.36 eV. As for the LUMO energy: -2.7 eV.